ORCA calculation (ωB97M-V with the def2-TZVPD basis set) on H2N2O3S in the gas phase at a distorted geometry.

Values from the calculation:
- Gap between HOMO and LUMO: 9.52 eV
- F_max: 4.0 eV Å⁻¹
- Energy relative to the best compared isomer or geometry (same formula, charge and spin): 43.7 kcal/mol

Last column: natural (NBO) charge in e.
Positions of all 8 atoms, in Å:
N1 -1.069 -0.620 0.553  -1.03
N2 0.826 0.922 -0.318  0.39
O1 1.685 1.167 -1.103  -0.32
O2 0.558 1.188 0.818  -0.38
O3 0.535 -1.796 -0.875  -0.88
S1 -0.353 -0.667 -0.959  1.41
H1 -1.804 0.124 0.603  0.39
H2 -0.377 -0.318 1.282  0.42

=====

ORCA calculation (ωB97M-V with the def2-TZVPD basis set) on a molecular structure, C30H60O11S at a distorted geometry.

Values from the calculation:
- Gap between HOMO and LUMO: 8.13 eV
- F_max: 14.7 eV Å⁻¹
- Energy relative to the best compared isomer or geometry (same formula, charge and spin): 842.6 kcal/mol

Last column: Mulliken charge in e.
Positions of all 102 atoms, in Å:
C1 -0.038 0.505 -1.184  -1.46
C2 -0.977 -0.570 -0.672  -0.81
O1 -1.086 -0.316 0.770  -1.26
S1 0.142 0.578 1.411  0.30
O2 1.375 -0.174 1.613  0.64
O3 -0.244 1.453 2.494  -0.61
O4 0.182 1.361 -0.059  0.43
H1 -0.509 1.010 -2.028  1.37
H2 0.933 0.200 -1.574  0.15
H3 -0.646 -1.581 -0.909  -0.14
H4 -1.978 -0.366 -1.050  -0.58
C3 -0.633 -0.612 -4.925  -0.67
C4 -0.168 -1.988 -4.611  -0.69
C5 0.342 -1.824 -3.217  -0.76
O5 0.423 -0.415 -2.990  -0.26
C6 -0.550 0.217 -3.715  -0.82
H5 -1.683 -0.639 -5.216  0.47
H6 0.068 -0.265 -5.684  0.24
H7 0.712 -2.230 -5.208  0.31
H8 -0.935 -2.761 -4.662  0.38
H9 1.330 -2.283 -3.204  0.41
H10 -0.272 -2.319 -2.464  0.38
H11 -0.161 1.221 -3.884  0.11
H12 -1.506 0.272 -3.194  0.53
C7 1.777 3.025 -1.162  0.33
C8 0.264 3.094 -1.436  -0.58
C9 -0.299 3.656 -0.031  -0.16
O6 0.781 3.800 0.911  -0.59
C10 1.807 2.921 0.391  -0.05
H13 2.369 3.889 -1.464  0.43
H14 2.224 2.086 -1.490  -1.35
H15 -0.231 2.136 -1.594  -0.58
H16 0.096 3.853 -2.200  0.60
H17 -0.904 2.836 0.356  -0.33
H18 -0.920 4.541 -0.171  0.62
H19 1.530 1.903 0.664  -0.33
H20 2.755 3.167 0.869  0.73
C11 -0.935 -1.719 3.567  0.41
C12 -0.041 -0.467 3.514  0.22
C13 0.895 -0.609 4.722  -0.44
O7 0.238 -1.631 5.440  -0.57
C14 -0.236 -2.631 4.585  -0.76
H21 -1.280 -2.258 2.685  0.28
H22 -1.852 -1.456 4.095  0.23
H23 -0.617 0.438 3.706  0.81
H24 0.571 -0.444 2.612  -0.69
H25 1.008 0.322 5.277  0.45
H26 1.882 -1.036 4.545  0.14
H27 -0.978 -3.390 4.829  0.57
H28 0.595 -3.269 4.283  0.27
C15 -3.531 -0.633 1.357  -0.85
C16 -3.855 -1.445 0.124  0.39
C17 -3.721 -2.882 0.572  -0.77
O8 -3.060 -2.782 1.797  -0.63
C18 -2.484 -1.539 1.982  0.98
H29 -4.204 -0.584 2.212  0.44
H30 -3.315 0.419 1.170  0.56
H31 -3.217 -1.118 -0.698  -0.26
H32 -4.880 -1.132 -0.077  0.56
H33 -3.081 -3.479 -0.077  0.30
H34 -4.674 -3.386 0.733  0.31
H35 -1.537 -1.424 1.456  -0.16
H36 -2.125 -1.301 2.983  -0.44
C19 3.361 1.779 -2.642  -0.23
C20 1.994 1.407 -3.302  0.54
C21 2.382 0.399 -4.336  -0.08
O9 3.786 0.195 -4.222  -0.53
C22 4.359 0.638 -3.057  -0.62
H37 3.209 1.862 -1.566  0.41
H38 3.629 2.794 -2.937  0.42
H39 1.524 2.296 -3.723  0.62
H40 1.332 1.014 -2.530  -0.19
H41 2.178 0.580 -5.391  0.14
H42 1.830 -0.522 -4.145  -0.08
H43 5.353 1.077 -3.140  0.40
H44 4.333 -0.165 -2.320  0.23
C23 3.002 -3.443 2.713  -0.98
C24 3.348 -2.725 1.425  -0.29
C25 2.820 -1.281 1.679  -0.28
O10 1.950 -1.353 2.832  -0.85
C26 2.524 -2.354 3.707  -0.92
H45 3.772 -4.119 3.083  0.52
H46 2.205 -4.154 2.495  0.25
H47 2.799 -3.192 0.607  0.26
H48 4.433 -2.733 1.532  0.31
H49 2.225 -0.888 0.855  -0.20
H50 3.683 -0.632 1.831  0.01
H51 1.780 -2.870 4.313  0.18
H52 3.340 -2.071 4.372  0.40
C27 -2.495 1.324 -0.167  1.83
C28 -3.573 2.383 -0.523  -1.23
C29 -3.597 3.244 0.742  -0.93
O11 -3.181 2.459 1.795  -0.73
C30 -2.101 1.635 1.296  0.06
H53 -1.650 1.232 -0.849  1.72
H54 -2.935 0.326 -0.184  -0.87
H55 -4.593 2.019 -0.644  0.39
H56 -3.340 3.128 -1.283  0.33
H57 -4.577 3.718 0.804  0.47
H58 -2.960 4.129 0.746  0.32
H59 -1.902 0.714 1.844  0.81
H60 -1.180 2.205 1.415  0.62

=====

ORCA calculation (ωB97M-V with the def2-TZVPD basis set) on a molecular structure, C9H9N5OPbS.

Values from the calculation:
- Gap between HOMO and LUMO (spin up / spin down): 6.37 / 7.10 eV
- F_max: 0.5 eV Å⁻¹
- Energy relative to the best compared isomer or geometry (same formula, charge and spin): 0.0 kcal/mol
- Net charge: +2

Last column: natural (NBO) charge in e.
Positions of all 26 atoms, in Å:
Pb1 -0.264 -0.308 -1.201  1.43
S1 1.832 0.498 0.582  0.19
C1 1.359 2.074 0.150  -0.05
C2 2.083 3.208 0.550  -0.13
C3 1.625 4.461 0.166  -0.14
C4 0.470 4.543 -0.590  -0.14
C5 -0.201 3.362 -0.955  0.09
N1 0.226 2.166 -0.603  -0.54
H1 2.976 3.087 1.148  0.27
H2 2.163 5.352 0.458  0.27
H3 0.074 5.496 -0.912  0.27
H4 -1.101 3.411 -1.556  0.23
N2 -2.206 0.101 0.202  -1.10
H5 -2.072 0.799 0.930  0.42
H6 -2.428 -0.778 0.666  0.43
H7 -3.037 0.376 -0.320  0.42
N3 0.667 -3.706 1.640  -0.71
C6 0.039 -3.355 0.534  0.67
O1 -0.399 -2.208 0.303  -0.76
C7 -0.172 -4.393 -0.510  -0.15
C8 -0.742 -3.903 -1.696  0.25
N4 -1.177 -3.329 -2.599  -0.20
C9 0.212 -5.721 -0.314  0.18
N5 0.554 -6.794 -0.053  -0.08
H8 0.978 -4.656 1.794  0.44
H9 0.799 -3.035 2.382  0.44

=====

ORCA calculation (ωB97M-V with the def2-TZVPD basis set) on C2H4BFO in the gas phase at a distorted geometry.

Values from the calculation:
- Gap between HOMO and LUMO: 9.16 eV
- SMILES: B[C@H](F)C=O
- F_max: 3.5 eV Å⁻¹
- Energy relative to the best compared isomer or geometry (same formula, charge and spin): 46.4 kcal/mol

Last column: natural (NBO) charge in e.
Positions of all 9 atoms, in Å:
B1 -0.437 -1.295 0.147  0.48
C1 -0.448 0.281 0.302  -0.22
F1 -1.459 1.034 -0.192  -0.33
C2 0.784 0.908 -0.491  0.43
O1 0.631 1.814 -1.220  -0.48
H1 -1.111 -2.114 0.667  -0.08
H2 0.524 -1.695 -0.486  -0.09
H3 -0.240 0.601 1.372  0.20
H4 1.757 0.467 -0.097  0.09

=====

ORCA calculation (ωB97M-V with the def2-TZVPD basis set) on 2 unconnected molecules or ions with the total composition C5H6O2 at a distorted geometry.

Values from the calculation:
- Gap between HOMO and LUMO: 10.29 eV
- SMILES: C#CCC=O.C=O
- F_max: 2.9 eV Å⁻¹
- Energy relative to the best compared isomer or geometry (same formula, charge and spin): 113.0 kcal/mol

Last column: natural (NBO) charge in e.
Positions of all 13 atoms, in Å:
C1 -1.370 -1.692 -1.546  -0.17
C2 -1.120 -0.768 -0.810  -0.05
C3 -0.870 0.369 0.069  -0.51
C4 -0.218 0.238 1.378  0.36
O1 0.307 1.183 1.938  -0.57
H1 -1.628 -2.542 -2.148  0.25
H2 -1.653 0.551 1.016  0.30
H3 -0.719 1.314 -0.470  0.26
H4 -0.318 -0.771 1.796  0.16
C5 1.890 0.537 -0.310  0.25
O2 2.181 -0.635 -0.265  -0.52
H5 1.373 1.038 0.523  0.15
H6 2.145 1.176 -1.172  0.09

=====

Results for electronic energy: -734.471845; -2403.366835; -1287.815450; -278.476181; -344.421859 (in Ha, following the order of the records).